Entry 1:
{"formula": "C36H35AgFN5O3S2Si", "method": "ωB97M-V/def2-TZVPD", "de_lowest_ev": 0.000, "energy_ha": -3225.15218, "spin_multiplicity": 1, "total_charge": 0, "fmax_ev_per_a": 0.28, "lumo_ev": -0.768, "homo_lumo_gap_ha": 0.2095, "elements": ["Ag", "C", "Si", "C", "C", "N", "C", "C", "C", "C", "C", "C", "F", "H", "H", "H", "H", "H", "H", "H", "H", "H", "H", "H", "H", "H", "S", "C", "C", "C", "C", "C", "C", "N", "C", "C", "C", "C", "C", "C", "C", "C", "N", "C", "C", "C", "C", "C", "S", "C", "H", "H", "H", "H", "H", "H", "H", "H", "H", "H", "H", "H", "O", "C", "N", "C", "O", "C", "C", "C", "C", "N", "C", "H", "H", "H", "H", "H", "H", "H", "H", "O", "H", "H"], "coordinates": [[0.9056, -0.9925, 0.4694], [-0.2593, 0.3872, 3.4839], [0.7760, -1.1973, 3.5476], [1.3239, -1.4035, 5.3439], [-0.3921, -2.6441, 3.2002], [1.9884, -1.2180, 2.3560], [3.3222, -0.9806, 2.3763], [4.0268, -0.4068, 3.4619], [5.3893, -0.1635, 3.4370], [6.1538, -0.4682, 2.3194], [5.5107, -1.0361, 1.2274], [4.1595, -1.2773, 1.2789], [3.6003, -1.8657, 0.1653], [-1.1449, 0.3177, 4.1213], [-0.5871, 0.6219, 2.4667], [0.3314, 1.2399, 3.8312], [0.4346, -1.5752, 5.9583], [1.8238, -0.5203, 5.7446], [1.9889, -2.2592, 5.4762], [-1.2857, -2.6123, 3.8286], [0.1184, -3.5897, 3.4065], [-0.7116, -2.6688, 2.1539], [3.4643, -0.1436, 4.3478], [5.8555, 0.2792, 4.3092], [7.2169, -0.2742, 2.2924], [6.0468, -1.3086, 0.3266], [2.8867, -1.3627, -6.6254], [4.5879, -1.4719, -6.7335], [5.1746, -1.4182, -5.5078], [4.2303, -1.2852, -4.4594], [2.9370, -1.2389, -4.9065], [1.7126, -1.1080, -4.1142], [1.7767, -1.1455, -2.7027], [0.7287, -1.0416, -1.9251], [-0.4887, -0.8892, -2.4764], [-0.6703, -0.8186, -3.8646], [-1.9842, -0.6042, -4.4026], [-3.0493, -0.4537, -3.5887], [-2.9012, -0.5254, -2.1629], [-3.9808, -0.3399, -1.2875], [-3.7888, -0.4052, 0.0771], [-2.4762, -0.6718, 0.5237], [-1.4485, -0.8348, -0.2741], [-1.6348, -0.7597, -1.6045], [-4.8734, -0.1935, 1.0398], [-6.2076, -0.0223, 0.7845], [-6.9772, 0.1659, 1.9592], [-6.2171, 0.1367, 3.0878], [-4.5661, -0.1101, 2.7340], [0.4664, -0.9392, -4.6790], [5.0649, -1.5713, -7.6947], [6.2422, -1.4707, -5.3552], [4.5084, -1.2205, -3.4181], [2.7255, -1.2693, -2.1950], [-2.0952, -0.5499, -5.4785], [-4.0367, -0.2697, -3.9925], [-4.9557, -0.1227, -1.7035], [-2.2630, -0.7441, 1.5856], [-6.6326, -0.0409, -0.2083], [-8.0471, 0.3110, 1.9650], [-6.5418, 0.2497, 4.1090], [0.3434, -0.8848, -5.7546], [-4.5806, 2.5869, -1.9292], [-3.8576, 3.6924, -1.4262], [-2.6139, 3.1618, -0.9295], [-1.6731, 4.0166, -0.4534], [-1.8476, 5.2239, -0.4686], [-0.4259, 3.4073, 0.1005], [0.3310, 4.1351, 1.0115], [1.4630, 3.5539, 1.5505], [1.7973, 2.2620, 1.1677], [1.0995, 1.5695, 0.2704], [0.0213, 2.1433, -0.2558], [-5.4772, 2.8801, -2.1137], [-4.4096, 4.1906, -0.6211], [-3.6440, 4.4264, -2.2076], [-2.5702, 2.1681, -0.7673], [0.0131, 5.1335, 1.2807], [2.0750, 4.0787, 2.2708], [2.6470, 1.7470, 1.6047], [-0.5041, 1.5583, -1.0033], [1.2628, -3.7566, 0.1032], [2.2155, -3.6033, 0.0968], [1.0727, -3.8959, 1.0382]], "atomic_forces_ev_per_a": [[-0.09, -0.05, -0.12], [0.09, -0.01, 0.00], [0.02, -0.05, 0.09], [-0.10, 0.03, -0.06], [0.08, 0.05, -0.01], [-0.12, -0.13, -0.05], [0.08, 0.10, 0.08], [-0.02, 0.03, 0.00], [0.03, 0.01, 0.01], [0.01, 0.02, 0.02], [-0.02, -0.03, -0.05], [0.00, -0.03, 0.01], [-0.01, 0.03, 0.02], [-0.02, -0.01, 0.02], [0.00, -0.02, 0.00], [0.00, 0.01, 0.00], [0.02, -0.02, 0.01], [0.01, 0.01, -0.01], [0.03, 0.00, -0.03], [-0.02, 0.01, 0.01], [0.01, 0.00, 0.02], [-0.03, 0.03, -0.01], [-0.03, 0.00, -0.01], [0.02, 0.00, -0.01], [0.00, 0.00, 0.01], [0.02, 0.00, 0.01], [0.03, -0.01, 0.03], [0.00, 0.00, 0.00], [0.04, -0.01, -0.04], [-0.09, 0.01, -0.03], [0.11, -0.01, 0.00], [-0.12, 0.02, 0.01], [-0.01, -0.03, -0.05], [0.03, -0.01, 0.06], [-0.01, 0.03, -0.09], [0.07, -0.02, 0.04], [-0.05, 0.01, 0.04], [0.04, -0.01, -0.06], [0.03, 0.00, 0.07], [0.02, -0.05, 0.07], [0.07, 0.00, -0.06], [-0.01, 0.01, -0.04], [0.05, 0.00, 0.09], [-0.09, 0.00, -0.05], [-0.09, 0.05, -0.03], [0.08, -0.03, 0.02], [-0.02, 0.00, 0.03], [0.00, 0.03, -0.01], [-0.04, -0.01, 0.00], [0.03, 0.01, 0.10], [-0.01, 0.00, 0.00], [0.00, 0.00, 0.00], [0.00, 0.00, 0.01], [0.01, -0.01, -0.01], [-0.02, 0.00, 0.00], [0.00, 0.00, -0.01], [0.01, -0.01, 0.02], [-0.01, -0.02, 0.01], [0.01, -0.01, -0.01], [-0.01, 0.00, 0.00], [0.01, 0.00, 0.01], [0.02, 0.00, -0.01], [0.00, -0.03, -0.03], [-0.04, 0.11, 0.02], [0.04, -0.04, -0.05], [-0.02, 0.01, 0.00], [-0.01, 0.00, 0.00], [0.03, -0.04, 0.01], [-0.01, -0.01, -0.01], [0.00, 0.00, 0.02], [0.02, -0.10, 0.05], [0.00, 0.15, -0.11], [-0.02, 0.01, 0.05], [-0.01, 0.00, 0.00], [0.01, 0.00, -0.02], [0.00, 0.01, 0.03], [-0.01, 0.01, 0.05], [-0.01, 0.00, 0.00], [0.00, 0.00, 0.00], [0.02, 0.02, -0.01], [0.01, 0.02, -0.02], [0.05, -0.27, 0.00], [-0.01, 0.14, -0.02], [-0.06, 0.09, 0.01]]}

***

Entry 2:
{"formula": "C36H35BClCrIN6O3S2", "method": "ωB97M-V/def2-TZVPD", "de_lowest_ev": 1.374, "energy_ha": -4570.88845, "spin_multiplicity": 5, "total_charge": 0, "fmax_ev_per_a": 1.25, "lumo_ev": [0.028, -0.015], "homo_lumo_gap_ha": [0.1699, 0.2739], "elements": ["Cr", "C", "C", "N", "C", "C", "C", "C", "C", "C", "C", "C", "C", "N", "C", "H", "H", "H", "H", "H", "H", "H", "H", "Cl", "C", "C", "C", "I", "C", "O", "C", "N", "C", "C", "C", "C", "H", "H", "H", "H", "S", "C", "N", "C", "C", "C", "C", "C", "C", "H", "H", "H", "H", "H", "C", "C", "C", "O", "B", "O", "C", "C", "C", "H", "H", "H", "H", "H", "H", "H", "H", "H", "H", "H", "H", "C", "N", "C", "N", "S", "H", "H", "H", "H", "H", "H"], "coordinates": [[0.4360, -0.2943, -0.1266], [-0.4255, -4.3681, 0.9433], [-0.2245, -2.9927, 1.0459], [0.3928, -2.2874, 0.1133], [0.8614, -2.9496, -0.9911], [0.7241, -4.3482, -1.1626], [0.0506, -5.0496, -0.1588], [1.2431, -4.9356, -2.3479], [1.8563, -4.1729, -3.2911], [1.9949, -2.7568, -3.1404], [2.6318, -1.9236, -4.0740], [2.7339, -0.5500, -3.7874], [2.1797, -0.0376, -2.6452], [1.4961, -0.7976, -1.7405], [1.4632, -2.1568, -1.9835], [-0.9763, -4.8775, 1.7212], [-0.5922, -2.4376, 1.8973], [-0.1034, -6.1168, -0.2653], [1.1383, -6.0050, -2.4866], [2.2528, -4.6283, -4.1906], [3.0601, -2.3484, -4.9722], [3.2472, 0.1211, -4.4630], [2.2758, 1.0162, -2.4165], [-2.2315, 4.3952, 5.0748], [-1.8296, 3.1046, 3.9785], [-1.0688, 2.0611, 4.4256], [-0.7015, 1.0380, 3.5484], [0.5005, -0.5288, 4.2375], [-1.0525, 1.0216, 2.1982], [-0.6285, 0.1194, 1.3763], [-1.9301, 2.0881, 1.7644], [-2.3901, 2.0309, 0.4920], [-3.1479, 3.0049, 0.0483], [-3.5348, 4.1039, 0.8295], [-3.1224, 4.1633, 2.1312], [-2.2933, 3.1431, 2.6467], [-0.7369, 2.0350, 5.4539], [-3.4826, 2.9195, -0.9833], [-4.1658, 4.8751, 0.4087], [-3.4394, 4.9667, 2.7811], [0.7940, 4.1218, -1.2443], [0.9634, 2.6633, -0.3477], [0.3528, 1.6290, -0.8299], [-0.3301, 1.9430, -1.9976], [-1.0697, 1.0623, -2.7884], [-1.6813, 1.5475, -3.9247], [-1.5628, 2.8909, -4.2986], [-0.8144, 3.7704, -3.5402], [-0.2070, 3.2817, -2.3901], [1.5551, 2.6144, 0.5579], [-1.1446, 0.0152, -2.5145], [-2.2472, 0.8688, -4.5504], [-2.0524, 3.2404, -5.1979], [-0.6960, 4.8042, -3.8363], [5.5199, -0.9265, 1.0123], [4.2367, -0.7156, 1.8046], [4.2335, -1.6426, 3.0145], [3.1391, -1.1108, 0.9563], [2.1724, -0.1422, 0.9554], [2.5501, 0.9581, 1.6965], [3.9133, 0.7901, 2.1481], [4.7571, 1.7907, 1.3601], [3.9843, 1.1355, 3.6271], [5.6070, -1.9873, 0.7771], [6.3952, -0.6263, 1.5906], [5.4979, -0.3782, 0.0723], [4.3511, -2.6686, 2.6653], [3.2901, -1.5763, 3.5553], [5.0551, -1.4083, 3.6923], [4.6096, 1.6575, 0.2876], [5.8169, 1.6884, 1.5917], [4.4380, 2.8003, 1.6234], [3.3394, 0.4962, 4.2255], [3.6667, 2.1692, 3.7665], [5.0113, 1.0378, 3.9843], [-5.3598, -0.1250, -3.2766], [-4.3922, -1.0580, -2.7411], [-3.5966, -0.8613, -1.6723], [-3.7003, 0.3127, -1.0278], [-2.5276, -2.0565, -1.1786], [-5.6479, -0.4568, -4.2707], [-4.9298, 0.8752, -3.3681], [-6.2602, -0.0625, -2.6589], [-4.3289, -1.9781, -3.1400], [-4.1901, 1.0820, -1.4558], [-2.9723, 0.5690, -0.3707]], "atomic_forces_ev_per_a": [[-0.12, -0.08, -0.17], [-0.08, -0.08, 0.19], [0.05, 0.03, -0.02], [-0.21, -0.74, 0.15], [0.23, 0.08, -0.38], [-0.22, 0.03, 0.43], [0.14, 0.16, -0.24], [0.17, 0.00, -0.32], [-0.12, -0.28, 0.15], [0.17, 0.53, -0.15], [-0.11, -0.45, 0.09], [-0.02, 0.29, 0.16], [0.08, -0.12, -0.12], [0.10, -0.07, -0.69], [-0.04, -0.31, 0.26], [0.05, 0.01, 0.02], [-0.04, 0.07, 0.01], [0.00, -0.01, 0.02], [0.00, 0.00, 0.00], [0.00, -0.02, 0.00], [-0.01, 0.03, -0.01], [0.02, -0.01, 0.01], [-0.04, 0.02, -0.01], [-0.03, 0.03, 0.04], [0.09, -0.07, 0.19], [-0.13, 0.20, -0.02], [0.25, -0.34, -0.36], [-0.29, 0.07, 0.07], [0.26, 0.05, 0.12], [-0.98, 0.01, 0.78], [0.05, 0.05, 0.17], [0.26, 0.65, 0.28], [0.19, -0.08, 0.07], [-0.03, 0.15, 0.10], [-0.03, -0.09, -0.09], [-0.04, -0.12, -0.19], [-0.01, 0.01, 0.01], [0.03, 0.12, 0.03], [0.00, -0.01, -0.01], [0.05, 0.04, -0.02], [-0.10, -0.13, 0.06], [-0.04, 0.13, 0.01], [0.07, 0.49, -0.11], [-0.17, 0.32, -0.45], [0.06, -0.11, 0.10], [0.00, -0.06, 0.01], [0.06, 0.08, 0.06], [-0.12, 0.03, -0.14], [0.17, -0.10, 0.29], [0.01, -0.04, 0.01], [-0.03, 0.00, -0.02], [0.00, -0.01, 0.02], [0.03, 0.01, -0.01], [-0.03, 0.00, 0.01], [-0.11, -0.02, 0.02], [0.03, 0.02, 0.05], [-0.05, 0.03, -0.07], [0.13, -0.08, 0.05], [0.48, 0.03, 0.08], [0.04, 0.19, 0.14], [0.23, 0.05, -0.05], [-0.16, -0.07, -0.01], [0.03, -0.06, -0.07], [0.03, 0.00, 0.00], [0.02, 0.01, -0.01], [0.04, 0.01, 0.01], [0.00, 0.00, 0.00], [0.03, 0.00, 0.01], [-0.01, -0.01, 0.03], [0.06, -0.01, -0.01], [0.01, 0.04, -0.01], [0.02, 0.01, 0.00], [0.04, 0.06, -0.02], [0.00, 0.01, 0.02], [0.00, 0.02, 0.03], [0.00, -0.02, 0.18], [-0.09, 0.01, -0.21], [-0.16, 0.12, 0.08], [-0.36, -0.61, -0.68], [0.12, 0.04, -0.03], [0.00, 0.02, -0.01], [0.01, -0.01, -0.08], [0.01, 0.03, 0.01], [0.05, -0.01, -0.01], [-0.08, -0.18, 0.03], [0.09, 0.03, 0.13]]}

***

Entry 3:
{"formula": "C36H35BrN3O3PdS", "method": "ωB97M-V/def2-TZVPD", "de_lowest_ev": 0.034, "energy_ha": -4882.59649, "spin_multiplicity": 3, "total_charge": 1, "fmax_ev_per_a": 1.72, "lumo_ev": [-2.722, -4.010], "homo_lumo_gap_ha": [0.2846, 0.2355], "elements": ["Pd", "O", "C", "C", "C", "C", "C", "C", "C", "O", "N", "N", "C", "C", "Br", "C", "C", "C", "C", "C", "C", "C", "H", "H", "H", "H", "H", "H", "H", "H", "H", "H", "H", "H", "H", "H", "O", "S", "C", "C", "C", "C", "C", "C", "C", "C", "C", "C", "C", "C", "C", "C", "H", "H", "H", "H", "H", "H", "H", "H", "H", "H", "H", "H", "H", "H", "N", "C", "C", "C", "C", "C", "C", "H", "H", "H", "H", "H", "H", "H"], "coordinates": [[0.4809, 0.6461, -0.5029], [3.7359, -3.4756, -2.2042], [4.0598, -2.4027, -3.0039], [5.1911, -2.3959, -3.8037], [5.4833, -1.2781, -4.5712], [4.6485, -0.1717, -4.5367], [3.5150, -0.1936, -3.7347], [3.2091, -1.3032, -2.9619], [1.9453, -1.3314, -2.1086], [1.2146, -0.1983, -2.2463], [2.3911, -1.5624, -0.6908], [1.7200, -1.0103, 0.2916], [1.8689, -1.2986, 1.5335], [1.1246, -0.6315, 2.5848], [0.1703, 0.9659, 2.0437], [1.0245, -0.9135, 3.8865], [1.5195, -2.0668, 4.6483], [1.6747, -1.8854, 6.0265], [2.1352, -2.9091, 6.8352], [2.4347, -4.1463, 6.2832], [2.2543, -4.3522, 4.9230], [1.7982, -3.3268, 4.1119], [4.3350, -4.2073, -2.3856], [5.8428, -3.2625, -3.8262], [6.3641, -1.2777, -5.1991], [4.8691, 0.6973, -5.1417], [2.8228, 0.6385, -3.7132], [1.3718, -2.2339, -2.3829], [2.9162, -2.4138, -0.5216], [2.5918, -2.0461, 1.8446], [0.5089, -0.1804, 4.4969], [1.4403, -0.9208, 6.4607], [2.2535, -2.7431, 7.8974], [2.7903, -4.9510, 6.9124], [2.4570, -5.3239, 4.4928], [1.6072, -3.5356, 3.0694], [-1.1836, -0.9079, -0.6112], [-2.5019, -0.5290, -1.2685], [-3.7533, -1.4951, -0.3580], [-3.7826, -1.2878, 1.1282], [-4.9235, -0.7719, 1.7353], [-4.9706, -0.5854, 3.1097], [-3.8731, -0.9111, 3.8917], [-2.7317, -1.4305, 3.2947], [-2.6858, -1.6247, 1.9229], [-2.9158, 1.1530, -0.6745], [-3.9795, 1.7585, -1.5402], [-3.6358, 2.3732, -2.7415], [-4.6180, 2.8903, -3.5702], [-5.9547, 2.7925, -3.2069], [-6.3044, 2.1854, -2.0102], [-5.3198, 1.6694, -1.1799], [-3.5068, -2.5256, -0.6192], [-4.7007, -1.2363, -0.8348], [-5.7878, -0.5226, 1.1304], [-5.8673, -0.1908, 3.5688], [-3.9142, -0.7778, 4.9646], [-1.8756, -1.6961, 3.9026], [-1.8010, -2.0419, 1.4620], [-1.9689, 1.6907, -0.7803], [-3.1844, 1.0969, 0.3799], [-2.5916, 2.4459, -3.0273], [-4.3425, 3.3696, -4.5001], [-6.7226, 3.1931, -3.8549], [-7.3443, 2.1171, -1.7200], [-5.5915, 1.2165, -0.2335], [2.3744, 1.9294, -0.5442], [2.0581, 3.1801, -1.1988], [2.9829, 3.8047, -2.0222], [2.6468, 4.9855, -2.6678], [1.3937, 5.5525, -2.4864], [0.4707, 4.9318, -1.6579], [0.8023, 3.7459, -1.0199], [3.0964, 1.4309, -1.0561], [2.6907, 2.0748, 0.4102], [3.9618, 3.3635, -2.1679], [3.3708, 5.4660, -3.3120], [1.1364, 6.4755, -2.9875], [-0.5074, 5.3684, -1.5061], [0.0854, 3.2750, -0.3504]], "atomic_forces_ev_per_a": [[1.06, -1.29, -0.41], [-0.02, -0.03, -0.01], [0.07, 0.07, -0.04], [0.01, -0.06, 0.02], [-0.02, 0.04, -0.01], [0.00, -0.01, 0.02], [-0.01, -0.03, -0.01], [-0.08, 0.03, 0.05], [-0.06, -0.23, -0.01], [0.01, 0.41, -0.12], [0.38, 0.11, -0.20], [-0.57, 0.38, 0.02], [0.00, -0.11, 0.06], [-0.07, 0.14, -0.13], [-0.17, 0.23, 0.66], [-0.04, -0.04, 0.01], [0.11, -0.04, 0.06], [0.05, 0.04, -0.04], [0.00, -0.01, 0.01], [-0.01, 0.02, 0.00], [0.02, -0.03, 0.02], [-0.09, 0.06, -0.05], [0.00, 0.00, 0.00], [0.00, 0.00, 0.00], [0.01, -0.01, 0.00], [0.01, 0.00, -0.01], [0.01, 0.00, -0.01], [-0.06, 0.05, 0.03], [-0.05, 0.00, 0.11], [0.01, -0.08, -0.01], [-0.06, -0.02, -0.02], [0.00, -0.01, 0.01], [0.01, 0.00, 0.00], [0.00, 0.00, 0.00], [-0.01, 0.00, -0.01], [0.00, 0.03, -0.08], [0.05, 0.48, 0.16], [-0.12, -0.04, 0.07], [0.07, 0.07, -0.02], [0.06, -0.01, -0.01], [0.02, 0.08, 0.00], [-0.01, 0.01, 0.00], [0.01, -0.02, -0.01], [-0.02, 0.02, 0.01], [-0.02, -0.03, -0.02], [0.05, -0.20, -0.09], [-0.05, -0.02, -0.03], [0.03, -0.03, 0.01], [-0.02, 0.00, 0.01], [0.00, 0.00, 0.00], [0.00, -0.01, 0.00], [0.00, 0.05, 0.04], [0.00, 0.02, -0.07], [-0.03, -0.05, 0.02], [0.00, -0.05, 0.02], [-0.01, -0.01, 0.00], [0.01, 0.02, 0.00], [-0.01, -0.03, -0.01], [0.01, 0.00, 0.00], [-0.01, 0.04, 0.00], [0.03, -0.01, 0.04], [-0.01, 0.00, -0.01], [0.01, 0.00, 0.00], [0.00, 0.01, 0.00], [0.00, 0.00, 0.00], [0.00, 0.01, -0.03], [-0.53, 0.16, 0.07], [0.08, 0.07, -0.05], [-0.01, -0.06, -0.08], [0.00, 0.00, 0.00], [-0.03, 0.00, 0.01], [0.03, 0.01, -0.02], [-0.01, -0.05, 0.12], [-0.09, -0.13, -0.01], [0.03, 0.04, -0.02], [0.00, 0.00, 0.01], [0.00, 0.00, 0.00], [0.01, 0.00, -0.01], [0.00, 0.00, 0.00], [0.01, 0.01, -0.01]]}